C11H10O3Se in the gas phase, computed with wB97M-V/def2-TZVPD.

Geometry (Å):
1 C 1.209656 1.685850 -1.472077
2 H -3.498986 -3.165150 2.444165
3 H -0.374784 -2.531372 -0.061686
4 H -2.995277 -1.127736 3.855879
5 C -0.508741 -1.014127 1.601194
6 O 1.988041 2.631822 -1.027152
7 C 0.070653 1.270733 -0.561910
8 H 3.288726 4.141053 -1.662835
9 C 0.238390 -0.229679 -2.243472
10 C 3.184456 3.005269 -1.746484
11 O 0.021029 -1.348556 -2.710420
12 Se 0.944606 0.249092 1.127607
13 C -2.496594 -1.369856 2.895422
14 H -0.621964 1.919507 0.003518
15 C -0.878191 -1.957440 0.699618
16 C -2.031352 -2.744096 1.023223
17 H -2.234938 -3.696936 0.526113
18 C -2.770348 -2.434816 2.139615
19 H 3.099065 2.661634 -2.772541
20 H 4.121956 2.712482 -1.234866
21 C -1.337482 -0.618207 2.660861
22 C 1.291166 0.747508 -2.413831
23 H -1.011948 0.182010 3.401020
24 H 1.871776 0.817467 -3.297970
25 O -0.568917 0.213547 -1.172993

Cartesian forces (eV/Å) of the 2 atoms listed first:
C -1.1 -1.2 1.9
H -0.6 0.1 0.1

Kohn-Sham gap (eV): 8.378
HOMO energy (eV): -8.48
Energy relative to the best compared isomer or geometry (same formula, charge and spin) (kcal/mol): 0.0
SMILES: COC1=CC(=O)O[C@H]1[Se]c1ccccc1

Atom charges from the Löwdin analysis, given in e for atoms 1 to 4: C -0.334; H 0.105; H 0.110; H 0.117

---

A molecular structure, C27H57N4O8V, computed with wB97M-V/def2-TZVPD.

Geometry (Å):
1 H 9.714230 6.015190 -17.847830
2 O 4.748720 6.787110 -19.432740
3 H 6.811030 6.896000 -21.702960
4 H 12.028480 10.970750 -15.582460
5 H 9.255620 11.003880 -14.627030
6 C 10.910070 9.164540 -14.060030
7 H 7.892720 5.127580 -18.640340
8 H 3.091560 9.825610 -15.744310
9 O 6.916340 8.531610 -17.367600
10 N 5.021560 5.774280 -20.308320
11 O 6.011340 9.591960 -18.968270
12 H 12.491800 6.583960 -15.228650
13 H 9.834990 7.503210 -18.813100
14 H 6.242190 5.024520 -18.014050
15 H 5.144990 6.560090 -18.588330
16 H 10.676140 9.989780 -13.387470
17 H 4.843810 3.529370 -18.706080
18 H 7.770560 3.766490 -20.949560
19 V 9.467730 11.221540 -19.962000
20 H 1.703840 11.712120 -15.700680
21 H 1.960300 14.294100 -19.507060
22 N 6.973330 9.385740 -18.230090
23 C 4.025490 13.021170 -20.674100
24 H 4.376840 13.940480 -21.142630
25 C 3.332050 11.632830 -17.100190
26 H 4.359500 4.178240 -22.458000
27 H 13.262890 7.656750 -17.705420
28 H 13.300100 8.910040 -15.804960
29 H 2.336260 9.759690 -17.303060
30 H 4.124150 9.650380 -17.140720
31 O 7.967340 10.003220 -18.574280
32 C 9.199070 10.294220 -15.452430
33 C 2.741770 5.293000 -20.894750
34 C 6.501590 5.371800 -20.260040
35 H 2.498490 13.287060 -15.746850
36 O 9.510200 12.320130 -18.801850
37 H 2.099250 4.591930 -21.427450
38 H 3.767720 4.808730 -18.130280
39 C 12.795500 9.374200 -16.652320
40 H 12.491730 5.596450 -16.699580
41 H 4.529550 12.104120 -20.979120
42 H 7.118560 4.679440 -22.271750
43 H 3.084180 12.862940 -21.200410
44 H 13.508360 10.042460 -17.135400
45 H 1.401350 12.606030 -17.063490
46 H 10.275950 8.372810 -13.661090
47 H 1.422120 12.168080 -19.042110
48 H 5.877900 2.656630 -22.333460
49 C 7.271910 6.567310 -20.771490
50 C 2.206720 12.427940 -16.350920
51 C 4.031530 4.722370 -20.344570
52 C 3.935990 4.089010 -18.931390
53 H 1.926490 5.552120 -20.219260
54 H 3.033450 6.023140 -21.649670
55 C 11.593600 10.244910 -16.269580
56 C 6.860700 4.251670 -21.302920
57 H 5.514510 11.375840 -16.962790
58 C 10.393340 6.786790 -18.210520
59 H 6.055560 13.137600 -18.962540
60 H 3.007540 3.546040 -18.754580
61 N 3.262390 11.956830 -18.592030
62 H 8.981700 10.725100 -16.429770
63 C 5.180470 13.562280 -18.470650
64 C 3.794800 13.182570 -19.168620
65 H 11.203900 10.688380 -17.185870
66 H 11.125330 5.718660 -15.589540
67 H 11.199150 6.304750 -18.764060
68 C 3.216570 10.135730 -16.781770
69 H 7.034090 3.723770 -18.703530
70 C 5.220970 13.422850 -16.856910
71 C 6.880900 4.790690 -18.865790
72 H 7.195010 7.488860 -20.194500
73 O 10.642330 10.283530 -20.002920
74 C 4.728330 12.019950 -16.568910
75 C 4.450320 3.741110 -21.463630
76 H 8.545780 7.554470 -16.576130
77 N 10.214140 8.219240 -16.319970
78 H 4.535530 14.143870 -16.411500
79 C 11.903340 6.288690 -16.097340
80 H 5.911590 2.373180 -20.609400
81 H 8.295860 9.760980 -15.155840
82 O 9.181430 7.459080 -15.863070
83 H 3.293900 15.357750 -19.214120
84 H 8.348710 6.400100 -20.796920
85 H 12.036350 8.515120 -18.610030
86 H 3.707770 2.943530 -21.439650
87 H 6.242980 13.610010 -16.527440
88 C 5.842090 3.155650 -21.365060
89 H 2.653840 14.516330 -17.881320
90 C 2.885650 14.385450 -18.938310
91 H 11.910860 8.760190 -13.908270
92 C 11.246980 7.438660 -16.980110
93 H 4.689910 11.797410 -15.502560
94 C 12.374480 8.279580 -17.600930
95 O 2.109110 11.540480 -19.278260
96 H 5.469990 14.603730 -18.610870
97 C 10.498030 9.417930 -15.504960

Cartesian forces (eV/Å) of the 2 atoms listed first:
H 0.1 0.1 0.0
O -0.2 0.8 0.3

Kohn-Sham gap (alpha / beta) (eV): 3.007 / 3.009
Net charge: +1
HOMO energy (alpha / beta) (eV): -9.58 / -9.58
2S+1: 2

Atom charges from the Löwdin analysis, given in e for atoms 1 to 4: H 0.068; O 0.001; H 0.099; H 0.136